Below is a gas-phase ion, C7H14NO (charge +1) at a distorted geometry, with properties calculated with ωB97M-V with the def2-TZVPD basis set.

* orbital gap: 9.263 eV
* highest occupied orbital energy: -12.64 eV
* SMILES: C1CC[NH+](C[C@@H]2CO2)C1
* energy: -404.646917 Ha
* total charge: +1

Element x y z (Å)
O: -2.852 1.051 -0.565
N: 0.346 0.652 -0.329
C: 1.489 -1.361 -0.690
C: 0.828 -0.171 -1.473
C: 1.492 0.829 0.607
C: 2.167 -0.616 0.535
C: -3.422 0.350 0.739
C: -0.808 -0.050 0.328
C: -1.969 1.017 0.497
H: -0.039 1.529 -0.698
H: 3.219 -0.548 0.235
H: 0.071 -0.484 -2.200
H: 1.695 0.336 -1.925
H: -1.740 1.945 1.058
H: 1.097 0.966 1.621
H: -2.857 -0.625 0.987
H: -0.621 -0.362 1.362
H: 2.220 1.609 0.357
H: -4.104 -0.191 0.056
H: -1.275 -0.820 -0.296
H: 2.273 -1.836 -1.300
H: 1.963 -1.012 1.537
H: 0.827 -2.208 -0.445